{"formula": "C4H8O2Pr", "method": "ωB97M-V/def2-TZVPD", "orbital_gap_ev": [3.652, 3.946], "lumo_energy_ev": [-15.391, -14.733], "energy_ev": -22403.33702, "charge": 3, "spin_multiplicity": 3, "symbols": ["C", "C", "C", "C", "O", "Pr", "H", "H", "H", "H", "H", "H", "H", "O", "H"], "coordinates": [[0.534, -0.303, 1.791], [-0.616, -0.541, 0.866], [-0.333, -0.771, -0.505], [-0.918, 0.019, -1.490], [-0.792, -0.199, -2.740], [-1.619, 0.367, -5.211], [0.240, 0.271, 2.678], [1.418, -0.915, 1.585], [-1.467, 0.125, 1.054], [-0.256, -1.419, 1.985], [0.388, -1.537, -0.801], [-1.566, 0.854, -1.175], [1.249, 1.180, -0.024], [1.393, 1.444, 0.909], [2.344, 1.425, 1.077]], "mulliken_charge": [-0.49, -0.16, -0.24, 0.00, -0.63, 2.26, 0.39, 0.38, 0.34, 0.31, 0.35, 0.35, 0.36, -0.60, 0.38]}